Molecular formula: C40H103N7O20V
Method: DFT, ωB97M-V/def2-TZVPD

Each line ends with the Löwdin spin population.
CARTESIAN COORDINATES (ANGSTROEM)
O -1.32 0.10 2.24  -0.396
V -0.51 1.51 2.27  1.353
N -0.14 0.33 -1.13  0.000
O -1.27 -0.27 -1.31  0.001
O 0.66 0.40 -1.97  0.001
O 0.06 0.89 -0.07  0.006
N -2.40 2.90 4.80  0.001
O -2.20 2.39 5.95  0.004
O -3.22 3.81 4.58  0.001
O -1.71 2.39 3.91  0.018
C -0.48 -3.40 -3.97  0.000
C 0.13 -4.80 -3.59  0.000
C -0.64 -5.74 -4.46  0.000
O 1.56 -4.86 -3.97  0.000
H -0.07 -2.63 -3.32  0.000
H -1.56 -3.37 -3.79  0.000
H -0.32 -3.17 -5.02  0.000
H 0.03 -5.05 -2.54  0.000
H -1.64 -5.58 -4.06  0.000
H -0.33 -6.77 -4.25  0.000
H -0.55 -5.70 -5.54  0.000
H 1.98 -4.02 -3.77  0.000
C 1.96 3.66 -3.18  0.000
C 2.80 3.86 -1.87  0.000
C 2.62 5.21 -1.23  0.000
O 2.30 2.92 -0.86  0.000
H 2.01 4.54 -3.83  0.000
H 0.92 3.58 -2.89  0.000
H 2.25 2.78 -3.75  0.000
H 3.84 3.54 -1.82  0.000
H 2.74 5.06 -0.15  0.000
H 1.69 5.78 -1.15  0.000
H 3.35 5.94 -1.57  0.000
H 1.88 2.23 -1.37  0.000
C -3.00 4.51 -3.79  0.000
C -1.56 4.31 -4.29  0.000
C -1.44 2.85 -4.77  0.000
O -1.30 5.03 -5.48  0.000
H -3.04 5.47 -3.28  0.000
H -3.26 3.77 -3.04  0.000
H -3.74 4.36 -4.58  0.000
H -0.83 4.46 -3.49  0.000
H -1.66 2.34 -3.83  0.000
H -0.57 2.53 -5.34  0.000
H -2.26 2.54 -5.42  0.000
H -0.36 5.20 -5.53  0.000
C 4.63 -2.76 -3.54  0.000
C 3.57 -1.66 -3.65  0.000
C 2.85 -1.49 -4.97  0.000
O 2.51 -2.12 -2.85  0.000
H 4.99 -2.93 -2.53  0.000
H 5.56 -2.62 -4.08  0.000
H 4.11 -3.64 -3.91  0.000
H 3.98 -0.69 -3.36  0.000
H 3.37 -1.11 -5.85  0.000
H 2.02 -0.79 -4.85  0.000
H 2.45 -2.43 -5.37  0.000
H 1.77 -1.51 -2.89  0.000
C -3.49 1.98 0.87  -0.001
O -2.23 2.48 1.27  0.005
C -1.56 3.63 0.75  0.001
C -0.45 4.16 1.57  0.002
N 0.72 3.25 1.76  0.002
C 1.77 3.97 2.44  0.000
C 1.63 4.26 3.86  0.000
O 1.38 3.00 4.51  0.001
C 1.27 3.12 5.90  0.000
H -3.44 1.02 1.37  -0.001
H -3.69 1.77 -0.18  0.000
H -4.21 2.57 1.44  0.000
H -2.29 4.43 0.63  0.000
H -1.30 3.33 -0.26  0.000
H -0.91 4.51 2.50  0.000
H -0.13 5.08 1.09  0.000
H 1.29 3.07 0.94  0.000
H 1.90 4.88 1.84  0.000
H 2.68 3.36 2.41  0.000
H 0.70 4.80 4.05  0.000
H 2.49 4.82 4.22  0.000
H 0.41 3.68 6.25  0.000
H 2.13 3.66 6.30  0.000
H 1.13 2.19 6.45  0.000
C 11.17 0.46 3.66  0.000
O 9.84 0.24 3.14  0.000
C 8.87 0.09 4.20  0.000
C 7.44 0.01 3.87  0.000
N 6.91 -1.09 2.95  0.000
C 7.34 -0.88 1.60  0.000
C 6.37 0.13 0.92  0.000
O 5.10 -0.37 0.53  0.000
C 4.45 0.31 -0.58  0.000
H 11.38 1.44 4.09  0.000
H 11.77 0.40 2.75  0.000
H 11.66 -0.34 4.22  0.000
H 9.06 0.99 4.79  0.000
H 9.18 -0.82 4.73  0.000
H 7.16 1.01 3.55  0.000
H 6.95 -0.07 4.84  0.000
H 6.92 -2.03 3.33  0.000
H 7.33 -1.80 1.01  0.000
H 8.31 -0.38 1.64  0.000
H 6.91 0.36 -0.01  0.000
H 6.12 1.09 1.37  0.000
H 5.11 0.40 -1.45  0.000
H 4.18 1.34 -0.35  0.000
H 3.71 -0.30 -1.09  0.000
C -5.85 0.17 3.90  0.000
O -5.19 -0.71 2.98  0.000
C -5.06 -1.96 3.37  0.000
C -4.67 -2.89 2.15  0.000
N -3.48 -2.52 1.36  0.000
C -3.07 -3.36 0.19  0.000
C -2.32 -4.64 0.59  0.000
O -1.79 -5.14 -0.67  0.000
C -1.01 -6.34 -0.53  0.000
H -6.92 -0.03 4.01  0.000
H -5.72 1.18 3.50  0.000
H -5.39 0.07 4.88  0.000
H -5.97 -2.33 3.85  0.000
H -4.29 -1.94 4.14  0.000
H -5.56 -3.07 1.55  0.000
H -4.65 -3.89 2.60  0.000
H -3.72 -1.56 1.13  0.000
H -2.31 -2.85 -0.39  0.000
H -3.94 -3.41 -0.47  0.000
H -3.02 -5.29 1.11  0.000
H -1.60 -4.42 1.38  0.000
H -1.40 -7.04 0.22  0.000
H -0.09 -6.03 -0.03  0.000
H -0.95 -6.81 -1.51  0.000
C -9.01 -1.64 -1.24  0.000
O -8.70 -1.42 0.14  0.000
C -7.97 -0.20 0.38  0.000
C -6.43 -0.25 0.06  0.000
N -6.22 0.08 -1.36  0.000
C -4.97 -0.40 -1.85  0.000
C -5.05 -0.43 -3.39  0.000
O -5.89 -1.36 -4.02  0.000
C -5.45 -2.66 -3.80  0.000
H -9.82 -2.37 -1.21  0.000
H -8.18 -1.99 -1.86  0.000
H -9.57 -0.85 -1.74  0.000
H -8.04 0.00 1.45  0.000
H -8.52 0.60 -0.12  0.000
H -6.03 -1.23 0.33  0.000
H -5.99 0.52 0.70  0.000
H -6.83 -0.36 -2.04  0.000
H -4.68 -1.37 -1.44  0.000
H -4.09 0.19 -1.59  0.000
H -4.04 -0.55 -3.80  0.000
H -5.31 0.46 -3.95  0.000
H -5.97 -3.36 -4.46  0.000
H -5.83 -2.89 -2.80  0.000
H -4.36 -2.73 -3.76  0.000
C 3.35 -0.01 3.58  0.000
C 2.20 -0.02 2.62  0.002
C 1.87 -1.52 2.15  0.000
O 0.77 -1.53 1.28  -0.001
C 0.80 -2.59 0.44  0.000
N 1.18 0.55 3.37  -0.004
H 3.00 -0.47 4.51  0.000
H 3.73 1.01 3.69  0.000
H 4.15 -0.61 3.16  0.000
H 2.32 0.64 1.77  0.001
H 1.80 -2.30 2.90  0.000
H 2.82 -1.87 1.72  0.000
H 0.53 -3.58 0.81  0.000
H 1.66 -2.58 -0.22  0.000
H -0.10 -2.48 -0.17  0.000
H 1.64 1.22 3.98  0.001
H 0.95 -0.10 4.11  0.001

Results
- multiplicity = 2
- gap between HOMO and LUMO (alpha / beta) (eV) = 7.44 / 8.12
- <S²> = 0.85
- net charge = 0
- DFT total energy (eV) = -120200.5078
- HOMO (alpha / beta) (hartree) = -0.30377 / -0.30381
- LUMO (alpha / beta) (eV) = -0.821 / -0.143